No. 1
ORCA calculation (wB97M-V/def2-TZVPD) on a structure of composition C41H41N12O2Rb.

Structure (XYZ):
```
97
Properties=species:S:1:pos:R:3:forces:R:3:lowdin_charge:R:1
Rb 1.19779 -0.52329 0.02112 0.0 0.1 -0.2 0.724
O 1.61421 -5.14053 -0.94950 0.1 0.0 0.0 -0.062
O 2.15060 -0.71342 4.35021 0.0 0.0 0.0 -0.057
N 4.02381 2.70143 -5.26420 0.0 0.0 0.0 0.070
N 2.67839 -1.97719 -2.19799 0.1 0.0 0.1 0.069
N 2.22244 -3.22648 0.25898 0.0 0.0 0.0 0.033
N 1.00340 3.26111 -0.26218 0.1 0.0 0.0 0.150
N 2.34755 2.19920 1.26951 0.2 0.0 -0.1 0.081
N -0.80002 0.16498 -4.38228 0.0 0.0 0.0 0.029
N -2.48222 -0.49311 -0.78531 0.0 0.0 0.1 0.014
N 0.24945 0.80592 -4.93499 0.0 0.0 0.0 0.107
N 0.38762 0.77769 -2.68441 0.0 0.1 -0.1 0.103
N 2.75097 2.30627 -2.81674 0.0 0.0 0.0 0.139
N -0.16974 0.71650 2.26521 -0.2 -0.1 0.1 0.056
N 1.19124 -1.85183 2.53438 0.0 0.0 0.1 0.027
C -3.19213 0.57202 -0.41837 -0.1 0.1 0.0 -0.314
C 2.24288 -3.82168 1.53012 0.0 0.0 0.0 -0.221
C 2.21448 1.87520 -3.95333 0.0 0.0 0.0 -0.218
C 3.18572 -3.59775 -4.39515 0.0 0.0 0.0 -0.090
C -6.17126 1.78756 1.67424 0.0 0.0 0.0 -0.075
C 2.46679 -3.29359 -2.12200 -0.1 0.0 0.0 -0.183
C 2.88244 2.12401 2.48726 -0.1 0.0 0.0 -0.142
C -3.39275 3.04009 -0.58094 0.0 0.0 0.0 -0.322
C -0.55080 0.31633 4.58615 0.0 0.0 0.0 -0.019
C 1.30529 -0.90114 3.44138 0.0 -0.1 0.0 -0.567
C -4.21004 -2.30412 -0.63478 -0.1 -0.1 0.1 -0.063
C 2.85737 2.07920 -5.17765 0.0 0.0 0.0 -0.083
C 3.43648 -2.23253 -4.45972 0.0 0.0 0.0 -0.089
C -4.97147 1.82422 0.75753 0.0 0.0 0.0 -0.320
C -2.52749 -1.97221 1.23426 0.0 0.0 -0.1 -0.034
C 4.55827 3.11933 -4.11652 0.0 0.0 0.0 -0.140
C 1.48256 4.35918 1.83937 0.0 0.0 0.0 -0.043
C 0.93774 1.15262 -3.86485 0.0 0.0 0.0 -0.355
C 3.92318 2.92398 -2.90198 0.0 0.0 0.0 -0.107
C 0.15351 0.09634 3.40131 0.1 0.0 0.0 -0.213
C 1.63823 3.28192 0.95224 -0.1 0.0 0.0 -0.412
C 2.03294 -3.96714 -0.81217 0.0 0.0 0.0 -0.547
C -2.78568 -1.82769 -0.27643 0.0 0.0 0.0 -0.632
C -4.51469 3.04192 0.26233 0.0 0.0 0.0 -0.082
C 3.15232 -1.47653 -3.33588 -0.1 0.0 0.0 -0.160
C 2.93877 -5.65583 2.98610 0.0 0.0 0.0 -0.147
C -2.81574 4.35000 -1.06072 0.0 0.0 0.0 -0.072
C -1.99816 1.78539 3.38537 0.0 0.0 0.0 -0.072
C -1.81062 -2.77989 -0.97987 -0.1 0.0 0.0 -0.065
C 2.77365 3.12596 3.43570 0.0 0.0 0.0 -0.083
C 2.05921 4.26684 3.08770 0.0 0.0 0.0 -0.098
C 2.74950 -5.11410 1.72411 0.0 0.0 0.0 -0.052
C 2.08852 -3.63142 3.94123 0.0 0.0 0.0 -0.051
C -1.21714 1.54305 2.26779 0.0 0.0 0.0 -0.132
C -2.77366 1.85982 -0.91231 0.0 -0.1 0.0 -0.034
C 2.69017 -4.12931 -3.22188 0.0 0.0 0.0 -0.017
C -4.34394 0.63266 0.43100 0.0 0.0 0.1 -0.024
C -1.64850 1.15457 4.57203 0.0 0.0 0.0 -0.086
C 2.60745 -4.90571 4.10624 0.0 0.0 0.0 -0.146
C -0.71770 0.14804 -3.04195 0.1 0.0 0.0 -0.145
C 1.87633 -3.06527 2.67660 0.0 0.0 0.0 -0.223
H -2.23019 1.31416 5.47396 0.0 0.0 0.0 0.092
H -1.52209 -0.22224 -4.96278 0.0 0.0 0.0 0.147
H -0.22092 -0.18496 5.48601 0.0 0.0 0.0 0.109
H -0.78122 -2.50773 -0.75297 0.1 0.0 0.0 0.041
H 5.51780 3.62031 -4.16966 0.0 0.0 0.0 0.095
H -2.36411 4.24756 -2.04966 0.0 0.0 0.0 0.067
H 1.93476 5.07550 3.79900 0.0 0.0 0.0 0.095
H 2.98991 -5.69653 0.84579 0.0 0.0 0.0 0.092
H -7.02633 1.30972 1.18792 0.0 0.0 0.0 0.068
H -4.97167 -1.94461 0.05974 0.1 -0.1 -0.1 0.052
H 3.37952 -4.23529 -5.25099 0.0 0.0 0.0 0.093
H 1.83593 -3.03354 4.80642 0.0 0.0 0.0 0.094
H 0.88863 5.21858 1.55270 0.0 0.0 0.0 0.097
H 2.46343 -5.17839 -3.09775 0.0 0.0 0.0 0.104
H 4.36249 3.26759 -1.97220 0.0 0.0 0.0 0.110
H -2.85719 2.43918 3.30933 0.0 0.0 0.0 0.093
H 3.83075 -1.76237 -5.35201 0.0 0.0 0.0 0.089
H -4.73686 -0.27097 0.87509 0.0 0.1 0.0 0.074
H -3.12091 -1.27466 1.82233 -0.1 0.1 0.0 0.064
H -2.03670 4.70015 -0.37627 0.0 0.0 0.0 0.062
H -4.47207 -1.95040 -1.63542 0.0 0.0 0.0 0.077
H -4.25355 -3.39720 -0.63194 0.0 0.0 0.0 0.067
H 2.74830 -5.30754 5.10496 0.0 0.0 0.0 0.075
H 3.38046 1.19182 2.73251 0.0 0.0 0.0 0.110
H 3.19863 2.99226 4.41992 0.0 0.0 0.0 0.095
H -1.47470 -1.78640 1.46015 0.0 0.0 0.0 0.061
H 1.32512 2.59103 -0.94834 0.0 0.0 0.0 0.039
H -5.95294 1.21693 2.58042 0.0 0.0 0.0 0.070
H 0.63382 4.12066 -0.62545 0.0 0.0 0.0 0.085
H -6.47241 2.79471 1.96983 0.0 0.0 0.0 0.059
H -1.94551 -3.81213 -0.64882 0.0 0.0 0.0 0.085
H -3.58260 5.12662 -1.11072 0.0 0.0 0.0 0.061
H -5.00550 3.97191 0.53251 0.0 0.0 0.0 0.085
H -1.87543 1.89766 -1.51733 0.1 0.0 0.0 0.083
H -1.46261 -0.27091 -2.32938 0.0 0.0 0.1 0.086
H 3.33900 -6.65979 3.08885 0.0 0.0 0.0 0.074
H 2.40386 1.71773 -6.09181 0.0 0.0 0.0 0.107
H -1.45013 2.02424 1.32368 0.0 0.0 0.0 0.095
H -1.95134 -2.74150 -2.06473 0.0 0.0 0.0 0.076
H 3.31648 -0.40399 -3.34685 0.0 0.0 0.0 0.084
H -2.75949 -2.98881 1.56851 0.0 0.0 0.0 0.082
```
Positions in Å, forces in eV/Å.

As for the relative energy (zero: lowest compared OMol25 entry of this formula, charge and spin): 0.000 eV. The energy comes out at -65817.333 eV. The calculation puts the lowest unoccupied orbital energy at 3.6 eV. As for the charge: -2. The molecular weight comes out at 819.329 g mol⁻¹. The HOMO-LUMO gap comes out at 4.714 eV.

---

No. 2
ORCA calculation (wB97M-V/def2-TZVPD) on a structure of composition C41H41N6PtS2.

Structure (XYZ):
```
91
Properties=species:S:1:pos:R:3:forces:R:3:lowdin_charge:R:1
Pt 1.27867 0.39219 -0.75052 -0.1 -0.3 -0.1 1.132
S 3.60819 -0.85829 -2.80832 0.1 -0.1 0.1 1.173
S 1.94918 2.55648 -0.42523 -0.3 0.0 -0.2 0.821
N -0.69774 3.13602 -0.10441 0.0 -0.1 0.0 0.099
N 2.78087 0.35666 -2.03543 0.3 0.1 -0.2 -0.503
N -1.69135 -0.90584 -0.16446 0.0 -0.3 -0.2 0.184
N 0.84068 4.79217 0.30344 0.1 0.0 0.0 0.180
N -1.55395 -0.90104 2.11645 0.0 -0.2 0.0 0.171
N 0.13986 0.08755 0.86889 0.0 0.1 0.0 -0.069
C -5.27903 -2.79069 2.50740 0.0 0.0 0.0 -0.037
C -2.36371 -0.13868 -3.66739 0.0 0.0 0.0 0.013
C 1.63424 -2.57187 -1.75768 0.1 -0.1 -0.1 -0.105
C -1.94367 4.50747 1.50962 0.0 0.0 0.0 -0.046
C 2.35014 -4.52772 -3.60162 0.0 0.0 0.0 -0.017
C -1.01943 -0.56503 0.94371 0.2 0.3 0.3 -0.352
C 0.59758 2.14331 3.92231 0.0 0.0 0.0 -0.043
C -0.31187 0.95182 -3.08679 0.2 0.0 0.1 -0.094
C -0.38690 0.33633 -1.83166 0.2 0.3 -0.1 -0.246
C 5.07045 -1.24666 -1.89481 -0.1 0.0 0.1 -0.406
C 1.33106 -4.76509 -2.68901 0.0 0.0 0.0 -0.023
C 2.40643 0.56518 3.77031 0.0 0.0 -0.1 -0.004
C 2.64505 -2.33858 -2.67903 0.0 0.1 -0.2 -0.407
C -1.30550 0.70580 -4.00421 -0.1 0.0 -0.1 -0.032
C -3.65989 -1.57000 -2.05400 0.0 0.0 0.0 -0.005
C -4.14806 5.28791 0.93824 0.0 0.0 0.0 -0.037
C 7.41336 -0.83815 -1.65738 0.0 0.0 0.0 -0.032
C 6.22201 -0.59524 -2.32499 0.0 0.0 0.0 -0.070
C -2.47902 -0.70938 -2.41404 -0.1 0.1 -0.1 -0.180
C -1.86489 3.89689 0.26435 0.0 0.0 0.0 -0.247
C 0.07059 1.63987 2.74485 0.0 0.0 0.1 -0.047
C -2.91500 3.95520 -0.64114 0.0 0.0 0.0 -0.011
C -2.84354 -1.53252 2.24686 0.0 0.0 0.0 -0.209
C -4.06270 4.65149 -0.29392 0.0 0.0 0.0 -0.038
C 0.97314 -3.78993 -1.76851 -0.1 0.1 0.1 -0.043
C -1.48419 -0.42706 -1.45437 -0.1 0.1 0.1 -0.195
C 0.54665 3.55296 -0.04368 0.1 0.1 0.0 -0.684
C 6.27915 -2.38750 -0.18701 0.0 0.0 0.0 -0.036
C 7.43771 -1.72884 -0.59366 0.0 0.0 0.0 -0.021
C 1.89509 0.03652 2.58651 -0.1 0.0 0.1 -0.217
C -3.99594 -0.82004 1.91087 0.0 0.0 0.1 -0.217
C 1.77244 1.60542 4.43178 0.0 0.0 0.0 -0.030
C 2.58240 -1.11610 1.90537 0.0 0.0 0.0 -0.031
C -4.11869 -3.46739 2.86230 0.0 0.0 0.0 -0.045
C -2.89470 -2.83907 2.72121 0.0 0.0 0.0 -0.007
C 3.01142 -3.30965 -3.60621 -0.1 0.0 0.0 -0.054
C -5.21332 -1.48905 2.03921 0.0 0.1 0.0 -0.018
C 5.08191 -2.15219 -0.83728 0.0 0.0 0.0 -0.070
C -3.96407 0.61696 1.45574 0.0 0.0 0.0 -0.020
C 0.71674 0.59661 2.08833 0.0 -0.1 0.1 -0.300
C -3.09318 5.21552 1.83678 0.0 0.0 0.0 -0.037
H 0.08930 2.94219 4.44633 0.0 0.0 0.0 0.119
H 0.10272 5.45888 0.49232 0.0 0.0 -0.1 0.135
H 0.19100 -3.98459 -1.04642 0.0 0.0 0.0 0.118
H -4.31561 -1.07464 -1.33166 0.0 0.0 0.0 0.090
H -6.24048 -3.27530 2.61057 0.0 0.0 0.0 0.123
H -1.13702 4.41626 2.22849 0.0 0.0 0.0 0.113
H 3.48298 -1.39361 2.45056 0.0 0.0 0.0 0.096
H -0.85679 2.22845 -0.51680 0.0 -0.1 0.0 0.096
H 3.79795 -3.12088 -4.32701 0.0 0.0 0.0 0.130
H 8.32144 -0.34829 -1.98031 0.0 0.0 0.0 0.127
H -3.12999 -0.34289 -4.40451 0.0 0.0 0.0 0.136
H 0.53031 1.58168 -3.33808 0.0 0.0 0.0 0.104
H 1.79350 5.12226 0.32884 0.0 0.0 0.0 0.132
H 2.62724 -5.28737 -4.31958 0.0 0.0 0.0 0.131
H -5.03892 5.84317 1.19810 0.0 0.0 0.0 0.125
H 3.31559 0.14609 4.18323 0.0 0.0 0.0 0.128
H -6.12755 -0.96244 1.79283 0.0 0.0 0.0 0.129
H -3.16443 5.70360 2.79938 0.0 0.0 0.0 0.124
H -4.77929 1.17134 1.91838 0.0 0.0 0.0 0.099
H -4.09288 0.70593 0.37305 0.0 0.0 0.0 0.077
H 6.19612 0.07341 -3.17727 0.0 0.0 0.0 0.118
H -0.97910 -0.78381 2.93977 0.0 0.1 0.0 0.169
H 6.32123 -3.10207 0.62398 0.0 0.0 0.0 0.123
H -2.53994 -1.43808 -0.00439 0.0 0.0 0.0 0.130
H -0.85730 2.03521 2.34453 0.0 -0.1 0.0 0.094
H -3.35455 -2.53190 -1.63292 0.0 0.0 0.0 0.100
H 2.91218 -0.87159 0.88905 0.0 0.0 0.0 0.035
H -1.97745 -3.35162 2.98505 0.0 0.0 0.0 0.122
H 1.94084 -1.99888 1.84619 0.0 0.0 0.0 0.095
H -3.03290 1.11715 1.72786 0.0 0.0 0.0 0.062
H -4.25541 -1.78334 -2.93789 0.0 0.0 0.0 0.101
H -2.82491 3.48043 -1.61153 0.0 0.0 0.0 0.121
H 4.18596 -2.69052 -0.55615 0.0 0.0 0.0 0.109
H 0.81726 -5.71671 -2.69159 0.0 0.0 0.0 0.128
H 2.19015 1.98859 5.35303 0.0 0.0 0.0 0.125
H -1.25613 1.14897 -4.98941 0.0 0.0 0.0 0.130
H 8.37164 -1.93039 -0.08620 0.0 0.0 0.0 0.127
H 1.36363 -1.84118 -0.99637 0.0 0.0 0.2 0.044
H 3.11890 1.22577 -2.43463 -0.1 0.0 -0.1 -0.001
H -4.88528 4.71258 -0.99339 0.0 0.0 0.0 0.123
H -4.16871 -4.47659 3.24684 0.0 0.0 0.0 0.121
```
Positions in Å, forces in eV/Å.

As for the relative energy (zero: lowest compared OMol25 entry of this formula, charge and spin): 0.000 eV. The energy comes out at -77016.541 eV. The calculation puts the lowest unoccupied orbital energy at -10.6 eV. As for the charge: +3. The molecular weight comes out at 877.033 g mol⁻¹. The HOMO-LUMO gap comes out at 5.376 eV.

---

- Look up the relative energy (zero: lowest compared OMol25 entry of this formula, charge and spin) of the first one.
  0.000 eV